Record 1
The following is a DFT calculation (ωB97M-V/def2-TZVPD) of a 3-piece molecular cluster, C25H52BClN4O6P overall in a non-equilibrium geometry.

## Properties
Multiplicity: 3
Net charge: -1
Highest occupied orbital energy (alpha / beta) (hartree): -0.133 / -0.133

Each line ends with the Löwdin charge.
CARTESIAN COORDINATES (ANGSTROEM)
Cl (8.179, -0.496, -0.068)  0.64
P (8.619, 2.475, -0.271)  0.99
O (5.268, 0.350, -0.867)  -0.04
O (-5.449, -1.399, -0.751)  -0.02
O (-0.679, 2.415, 1.407)  -0.02
O (6.065, 2.308, -1.450)  -0.13
O (5.926, 3.599, 1.919)  0.10
O (4.450, 1.696, 1.803)  0.02
N (-5.619, -2.600, -1.272)  -0.05
N (-0.721, 1.289, 0.719)  -0.05
N (6.981, 1.350, 1.675)  -0.03
N (8.292, -0.136, 3.130)  -0.01
C (-3.228, 1.176, 0.415)  -0.14
C (6.123, 1.234, -0.747)  -0.78
C (-6.803, -4.740, -0.774)  -0.02
C (-5.325, -3.808, -3.444)  -0.05
C (-0.757, 0.160, 1.697)  -0.47
C (-1.699, 0.366, -1.390)  -0.05
C (-4.458, -1.551, -3.246)  -0.04
C (-8.150, -2.637, -2.790)  -0.18
C (-6.844, -3.192, -0.655)  -0.47
C (3.608, 2.497, 0.931)  -0.07
C (-0.257, -1.145, 1.020)  -0.02
C (-3.274, -0.081, 1.273)  -0.19
C (6.960, 0.171, 2.541)  -0.31
C (-1.877, 2.749, -0.975)  -0.05
C (9.072, 3.568, 1.189)  -0.43
C (7.360, 1.093, 0.267)  -0.74
C (10.241, 1.582, -0.717)  -0.37
C (0.218, 0.355, 2.873)  -0.05
C (8.614, 5.044, 0.856)  -0.20
C (-8.143, -2.637, -1.268)  -0.15
C (-6.927, -2.946, 0.864)  -0.05
C (-2.156, -0.049, 2.306)  -0.15
C (-1.860, 1.393, -0.247)  -0.48
C (-6.930, -1.892, -3.317)  -0.14
C (-5.610, -2.450, -2.763)  -0.48
B (5.756, 2.178, 1.803)  -0.70
H (0.266, -0.551, 3.482)  0.09
H (-2.175, -0.974, 2.889)  0.12
H (10.198, 3.577, 1.230)  0.06
H (-7.025, -0.832, -3.057)  0.13
H (-1.924, -0.656, -1.087)  0.06
H (-4.396, -1.560, -4.336)  0.09
H (10.581, 0.981, 0.162)  0.01
H (-2.636, 2.752, -1.761)  0.08
H (-4.240, -0.141, 1.781)  0.11
H (-4.009, 1.119, -0.349)  0.12
H (-3.498, -1.898, -2.858)  0.09
H (-0.862, -2.008, 1.310)  0.08
H (-6.924, -1.937, -4.409)  0.12
H (-4.590, -0.509, -2.954)  0.07
H (-4.466, -4.304, -2.987)  0.09
H (8.532, 0.591, 3.805)  0.06
H (8.292, -1.057, 3.561)  0.05
H (10.059, 0.986, -1.633)  0.01
H (6.132, 3.731, 2.863)  0.11
H (8.014, 5.519, 1.673)  0.05
H (-5.091, -3.668, -4.501)  0.09
H (-8.300, -1.607, -0.926)  0.12
H (-3.481, 2.039, 1.043)  0.12
H (-6.011, -3.263, 1.367)  0.09
H (-6.088, -5.111, -1.503)  0.05
H (1.229, 0.568, 2.517)  0.09
H (8.736, 3.203, 2.184)  0.05
H (-2.388, 0.587, -2.208)  0.07
H (-0.688, 0.395, -1.804)  0.10
H (6.470, -0.732, 2.104)  0.12
H (6.310, 0.451, 3.426)  0.12
H (3.120, 3.345, 1.474)  0.09
H (-7.780, -5.151, -1.036)  0.09
H (-0.913, 2.956, -1.445)  0.09
H (-9.059, -2.148, -3.151)  0.11
H (-9.002, -3.206, -0.902)  0.12
H (-3.197, -0.980, 0.655)  0.09
H (9.531, 5.664, 0.669)  0.05
H (-7.107, -1.898, 1.111)  0.08
H (11.037, 2.354, -0.888)  0.02
H (-2.372, 0.756, 3.018)  0.12
H (0.777, -1.367, 1.292)  0.08
H (-0.083, 1.163, 3.541)  0.08
H (-7.756, -3.516, 1.291)  0.09
H (4.194, 2.971, 0.100)  0.09
H (-2.120, 3.578, -0.309)  0.08
H (-6.495, -5.206, 0.164)  0.08
H (-6.175, -4.489, -3.422)  0.06
H (-8.181, -3.662, -3.171)  0.11
H (7.996, 5.110, -0.073)  0.05
H (2.835, 1.851, 0.447)  0.10
H (-0.244, -1.106, -0.066)  0.06

Cartesian forces (eV/Å) of the 2 atoms listed first:
Cl -0.704 0.057 0.445
P 0.389 0.437 -1.208

Record 2
The following is a DFT calculation (ωB97M-V/def2-TZVPD) of a 3-piece molecular cluster, C25H52BI2N5O5P overall in a non-equilibrium geometry.

## Properties
Multiplicity: 3
Net charge: +1
Highest occupied orbital energy (alpha / beta) (hartree): -0.377 / -0.414

Each line ends with the Löwdin charge.
CARTESIAN COORDINATES (ANGSTROEM)
I (4.079, 0.769, -5.956)  1.02
I (1.458, 3.659, -2.822)  1.04
P (-2.153, -0.050, -3.055)  1.04
O (-1.895, 3.145, -4.545)  0.18
O (1.258, -3.493, 0.950)  -0.04
O (2.215, -0.745, -3.368)  0.03
O (-1.625, 1.268, -6.000)  0.20
O (-3.169, 1.801, 1.510)  -0.04
N (0.908, -0.362, -3.234)  0.09
N (1.118, 1.417, -4.779)  0.01
N (-3.622, 2.596, 2.421)  -0.08
N (-0.877, 1.085, -3.609)  -0.05
N (2.414, -4.030, 0.734)  -0.08
C (-1.693, -0.274, -1.274)  -0.38
C (4.759, -3.404, 0.139)  -0.02
C (2.139, 2.236, -4.220)  -0.78
C (-1.294, -1.699, -0.854)  -0.14
C (3.861, -2.986, 2.496)  -0.13
C (-2.506, 3.168, 3.236)  -0.47
C (3.513, -3.053, 1.000)  -0.47
C (-2.851, 5.379, 1.927)  -0.17
C (-1.871, 4.385, 2.546)  -0.14
C (3.948, -4.332, 3.212)  -0.17
C (-3.879, 4.655, 1.063)  -0.14
C (3.636, -6.228, 0.833)  -0.04
C (-5.558, 2.805, 0.907)  -0.04
C (-3.014, 3.519, 4.662)  -0.01
C (3.089, -1.653, 0.569)  -0.05
C (-5.497, 4.203, 2.908)  -0.04
C (2.499, -5.365, 1.409)  -0.50
C (0.367, 0.659, -3.854)  -0.39
C (1.216, -6.145, 1.153)  -0.04
C (3.432, 2.179, -4.527)  -0.77
C (-1.407, 2.128, 3.429)  -0.05
C (2.720, -5.185, 2.908)  -0.13
C (4.512, 3.049, -3.964)  -0.19
C (-1.882, -1.654, -3.926)  -0.24
C (-4.607, 3.556, 1.831)  -0.50
B (-1.498, 1.871, -4.783)  -0.83
H (2.739, -1.650, -0.466)  0.07
H (-1.992, -2.499, -3.260)  0.04
H (-4.094, 3.479, 4.753)  0.06
H (-2.689, 4.511, 4.979)  0.09
H (-0.667, -1.630, 0.028)  0.07
H (-3.375, 4.221, 0.192)  0.12
H (-2.598, -0.009, -0.740)  0.06
H (-5.049, 2.402, 0.033)  0.07
H (-0.742, -2.258, -1.601)  0.05
H (4.866, -4.857, 2.936)  0.11
H (-1.228, 4.896, 3.264)  0.12
H (4.688, -4.378, -0.335)  0.06
H (2.818, -6.167, 3.373)  0.13
H (-1.811, 1.198, 3.830)  0.09
H (-5.999, 3.441, 3.506)  0.09
H (5.679, -3.383, 0.723)  0.09
H (-4.962, 4.867, 3.581)  0.07
H (5.418, 2.943, -4.543)  0.05
H (1.477, 0.867, -5.554)  0.06
H (-0.949, 0.469, -1.007)  0.08
H (4.207, 4.085, -3.926)  0.05
H (-1.211, 4.026, 1.748)  0.12
H (3.533, -6.339, -0.248)  0.09
H (3.950, -0.989, 0.639)  0.09
H (4.799, -2.442, 2.612)  0.12
H (-6.044, 1.983, 1.433)  0.09
H (1.317, -7.148, 1.563)  0.09
H (4.720, 2.706, -2.955)  0.09
H (-0.881, 1.902, 2.503)  0.07
H (-3.343, 5.970, 2.703)  0.11
H (-0.679, 2.519, 4.139)  0.09
H (3.589, -7.224, 1.273)  0.09
H (-2.298, 6.093, 1.313)  0.11
H (0.390, -0.901, -2.551)  0.13
H (4.013, -4.160, 4.287)  0.12
H (-4.611, 5.364, 0.674)  0.13
H (4.874, -2.698, -0.683)  0.08
H (-6.267, 4.804, 2.426)  0.09
H (-2.643, 2.802, 5.393)  0.08
H (4.631, -5.845, 1.042)  0.06
H (3.097, -2.388, 3.003)  0.12
H (1.837, -4.717, 3.354)  0.13
H (0.352, -5.682, 1.625)  0.08
H (-6.330, 3.486, 0.553)  0.09
H (-2.136, 0.458, -5.968)  0.10
H (-2.183, -2.244, -0.568)  0.08
H (1.020, -6.234, 0.083)  0.09
H (2.301, -1.245, 1.201)  0.08
H (2.372, -0.970, -4.294)  0.06
H (-2.685, -1.719, -4.652)  0.04
H (-2.601, 3.146, -3.890)  0.12
H (-0.956, -1.718, -4.487)  0.05

Cartesian forces (eV/Å) of the 2 atoms listed first:
I -0.078 -0.020 0.092
I 0.090 -0.265 -0.190